Arrangement P

DFT (ωB97M-V/def2-TZVPD) results for C6H14 in the gas phase.

Computed properties:
Orbital gap   11.6 eV
HOMO   -10.4 eV
SMILES   CCC(C)CC

```
! RIJCOSX wB97M-V def2-TZVPD def2/J DEFGRID3
* xyz 0 1
C 1.7474 1.1443 -1.5124
C 1.3416 0.1537 -0.4046
C -0.1104 0.2407 0.0446
C -1.1928 0.0676 -1.0447
C -0.1749 -0.9590 1.0992
C -1.3762 -0.6596 1.9780
H 1.0052 1.0634 -2.3522
H 1.6907 2.1395 -1.1493
H 2.7840 1.0746 -1.9424
H 2.0564 0.0962 0.3404
H 1.3457 -0.9241 -0.9600
H -0.1026 1.2649 0.7457
H -2.1990 0.2424 -0.7321
H -1.2705 -1.0305 -1.1832
H -0.8562 0.5664 -2.0186
H -0.3008 -1.9318 0.5536
H 0.6559 -0.9650 1.7733
H -2.3318 -0.4638 1.4523
H -1.5877 -1.3768 2.7299
H -1.1241 0.2571 2.5826
*
```

Arrangement Q

DFT (ωB97M-V/def2-TZVPD) results for 2 unconnected molecules or ions with the total composition C6H14.

Computed properties:
Orbital gap   10.6 eV
HOMO   -9.4 eV
SMILES   C=CCC(C)C.[H][H]

```
! RIJCOSX wB97M-V def2-TZVPD def2/J DEFGRID3
* xyz 0 1
C 2.8401 0.2724 0.3683
C 1.6332 -0.2887 0.3515
C 0.3406 0.4868 0.4672
C -0.9749 -0.3089 0.3798
C -2.0979 0.5147 1.0148
C -1.3841 -0.7243 -1.0380
H 2.9604 1.3549 0.4047
H 3.7482 -0.3150 0.2637
H 1.5497 -1.3687 0.2137
H 0.3115 1.3143 -0.2589
H 0.3787 0.9580 1.4556
H -0.8475 -1.2253 0.9743
H -3.0422 -0.0401 1.0319
H -1.8483 0.7934 2.0443
H -2.2670 1.4408 0.4498
H -2.3476 -1.2496 -1.0135
H -1.5095 0.1520 -1.6874
H -0.6580 -1.3922 -1.5133
H 1.8899 -0.0892 -1.7333
H 1.3247 -0.2855 -2.1751
*
```

Arrangement R

DFT (ωB97M-V/def2-TZVPD) results for 2 unconnected molecules or ions with the total composition C6H14.

Computed properties:
Orbital gap   10.4 eV
HOMO   -9.2 eV
SMILES   C=C(C)C(C)C.[H][H]

```
! RIJCOSX wB97M-V def2-TZVPD def2/J DEFGRID3
* xyz 0 1
C 1.0861 1.6025 -0.5185
C 0.2487 0.7057 -0.0007
C -0.4749 0.9645 1.2976
C -0.0862 -0.5654 -0.7637
C -0.0698 -1.8475 0.0793
C -1.4495 -0.3807 -1.4398
H 1.5940 1.4263 -1.4652
H 1.2938 2.5471 -0.0199
H -1.5244 1.2299 1.1129
H -0.0144 1.7885 1.8493
H -0.4768 0.0833 1.9490
H 0.6725 -0.6773 -1.5485
H -0.8424 -1.8359 0.8562
H 0.8990 -2.0121 0.5648
H -0.2728 -2.7129 -0.5632
H -1.4518 0.5394 -2.0334
H -1.6867 -1.2238 -2.0985
H -2.2466 -0.3031 -0.6909
H 2.5246 0.6758 1.5977
H 2.4139 -0.0019 1.8886
*
```

Arrangement S

DFT (ωB97M-V/def2-TZVPD) results for 2 unconnected molecules or ions with the total composition C6H14.

Computed properties:
Orbital gap   6.8 eV
HOMO   -6.2 eV

```
! RIJCOSX wB97M-V def2-TZVPD def2/J DEFGRID3
* xyz 0 1
C 0.6932 2.3274 -0.6465
C 1.4295 1.6750 0.6083
C 1.0314 0.2582 0.8114
C -0.3317 -0.1219 0.9294
C -1.2072 -0.8090 -0.0639
C -0.7994 -1.9044 0.9182
H 1.0551 3.3450 -0.7840
H 1.0448 1.7199 -1.4931
H -0.3761 2.1805 -0.5694
H 1.2759 2.4212 1.4030
H 2.4790 1.7652 0.3133
H -0.7334 -2.0650 -3.6835
H 1.8479 -0.4456 0.9087
H -0.9574 0.3151 1.7120
H -1.1642 -1.2268 -1.0555
H -0.8443 -2.0787 -2.9286
H -2.1871 -0.3642 0.0966
H 0.1915 -2.3487 0.7836
H -0.9200 -1.8940 2.0119
H -1.5274 -2.7492 0.7281
*
```

The structure with the least stability is arrangement S.

Arrangement P

DFT (ωB97M-V/def2-TZVPD) results for 2 unconnected molecules or ions with the total composition C3H2Cl2F2.

Computed properties:
Orbital gap (spin up / spin down)   9.1 / 8.1 eV
HOMO (spin up / spin down)   -9.3 / -9.0 eV

```
! RIJCOSX wB97M-V def2-TZVPD def2/J DEFGRID3
* xyz 0 1
C -2.1146 0.0774 0.2129
C -1.1159 -0.7555 0.0427
C 1.9232 0.3576 -0.2023
F -0.8326 -2.0342 -0.0515
F 2.3332 0.1948 -1.4825
Cl 2.7492 -0.7295 0.8195
Cl 2.0329 2.0055 0.3154
H -3.1753 -0.0837 -0.2895
H -1.8000 0.9675 0.6355
*
```

Arrangement Q

DFT (ωB97M-V/def2-TZVPD) results for C3H2Cl2F2 in the gas phase.

Computed properties:
Orbital gap   11.2 eV
HOMO   -10.5 eV
SMILES   C=C(F)C(F)(Cl)Cl

```
! RIJCOSX wB97M-V def2-TZVPD def2/J DEFGRID3
* xyz 0 1
C -0.3263 0.5706 -1.0140
C -1.4415 -0.0218 -0.5907
F -2.2199 0.4325 0.3617
C -2.0426 -1.4400 -1.1644
F -1.1122 -2.4466 -0.9748
Cl -2.2828 -1.4230 -2.8816
Cl -3.5404 -1.8667 -0.2994
H 0.1310 1.4817 -0.7027
H 0.0907 0.2969 -1.9169
*
```

The structure with the least stability is arrangement P.

Arrangement P

DFT (ωB97M-V/def2-TZVPD) results for C5H7FO in the gas phase.

Computed properties:
Orbital gap   9.8 eV
HOMO   -8.8 eV
SMILES   C=CO/C(C)=C/F

```
! RIJCOSX wB97M-V def2-TZVPD def2/J DEFGRID3
* xyz 0 1
C -0.6346 -0.5075 -2.6070
C -0.6542 -0.2273 -1.3114
O 0.5130 -0.4047 -0.5884
C 0.5009 0.1969 0.6701
C 0.5233 -0.7167 1.8317
C 0.3982 1.5742 0.7513
F 0.4513 2.1017 1.9984
H 0.2817 -0.9122 -3.0066
H -1.5502 -0.5892 -3.1888
H -1.5780 0.1166 -0.7752
H 0.3806 -0.1209 2.7357
H 1.4027 -1.3660 1.8677
H -0.3229 -1.3799 1.7051
H 0.2882 2.2350 -0.0826
*
```

Arrangement Q

DFT (ωB97M-V/def2-TZVPD) results for C5H7FO in the gas phase.

Computed properties:
Orbital gap   10.8 eV
HOMO   -9.7 eV
SMILES   C[C@H]1C=C(F)CO1

```
! RIJCOSX wB97M-V def2-TZVPD def2/J DEFGRID3
* xyz 0 1
C -0.1987 0.7927 1.8303
C 0.4378 0.1267 0.6565
C -0.5433 -1.1435 0.0093
C -0.4550 -0.9356 -1.2971
F -1.0025 -1.5407 -2.3814
C 0.4669 0.2415 -1.7265
O 0.5574 1.0567 -0.4259
H -1.3952 0.8194 1.7675
H 0.1945 1.8285 2.0660
H 0.1013 0.1404 2.7058
H 1.5148 -0.2009 0.8286
H -1.1807 -1.7607 0.5219
H 1.5352 -0.1384 -2.0247
H -0.0325 0.7139 -2.5302
*
```

Arrangement R

DFT (ωB97M-V/def2-TZVPD) results for C5H7FO in the gas phase.

Computed properties:
Orbital gap   10.8 eV
HOMO   -9.9 eV
SMILES   O=CC1(F)CCC1

```
! RIJCOSX wB97M-V def2-TZVPD def2/J DEFGRID3
* xyz 0 1
O 0.9479 -2.1066 0.8403
C 0.0971 -1.4657 1.3384
C -0.3310 -0.1809 0.6420
F -1.3260 0.2684 1.4557
C -0.7861 -0.2439 -0.8630
C 0.0324 1.0080 -1.2408
C 0.7885 0.7799 0.2452
H -0.2346 -1.7062 2.3559
H -0.3568 -1.1036 -1.3182
H -1.8407 -0.0921 -1.1078
H 0.7721 1.0075 -2.0279
H -0.5447 1.9785 -1.2797
H 1.1013 1.6838 0.8436
H 1.6805 0.1729 0.1163
*
```

The structure with the least stability is arrangement Q.